This record from the OMol25 dataset describes a molecular structure, C4H7NO at a distorted geometry. The level of theory is ωB97M-V/def2-TZVPD.

Computed properties:
energy = -7794.2497 eV
ΔE to the lowest compared entry with this formula, charge and spin = 520.51 kJ/mol

Each line ends with the Löwdin charge.
Atoms and positions in Å:
O -0.20 1.06 1.67  0.0393
N 0.19 -0.86 -0.96  -0.0278
C -0.30 -1.15 0.41  -0.1409
C 1.20 0.10 -0.35  -0.1106
C -0.86 0.49 -0.79  0.0101
C -0.04 0.36 0.49  -0.5188
H -1.34 -1.49 0.38  0.1129
H -0.47 0.45 -1.78  0.0909
H 1.54 0.92 -1.00  0.1140
H -0.12 2.01 1.49  0.1043
H 0.36 -1.85 0.93  0.1090
H 2.03 -0.43 0.11  0.1147
H -1.93 0.31 -0.64  0.1030

=====

This record from the OMol25 dataset describes a single H2OS2 molecule at a distorted geometry. The level of theory is ωB97M-V/def2-TZVPD.

Computed properties:
<S²> = 2.008
energy = -23746.7742 eV
multiplicity = 3

Each line ends with the Löwdin charge.
Atoms and positions in Å:
S -2.76 -0.20 -0.25  0.1323
S -0.18 0.24 -0.21  0.5204
O 1.43 0.04 -0.24  -0.5677
H -0.43 -0.86 0.57  -0.1385
H 1.95 0.79 0.14  0.0535

=====

This record from the OMol25 dataset describes 2 unconnected molecules or ions with the total composition C4H4NO at a distorted geometry. The level of theory is ωB97M-V/def2-TZVPD.

Computed properties:
energy = -7737.8436 eV
ΔE to the lowest compared entry with this formula, charge and spin = 250.88 kJ/mol
charge = +1

Each line ends with the Löwdin charge.
Atoms and positions in Å:
O 3.83 0.73 0.04  0.1514
N -0.58 0.26 -0.07  0.0398
C 1.14 -1.53 0.00  0.2458
C -1.81 0.59 0.04  0.2145
C -0.06 -1.02 -0.01  -0.2625
C 2.76 0.41 -0.02  0.0257
H -2.10 1.63 -0.03  0.1330
H 0.14 0.97 -0.21  0.1687
H -0.74 -1.88 0.08  0.1472
H -2.58 -0.15 0.19  0.1363

=====

This record from the OMol25 dataset describes a molecular structure, C54H78Br3F4N2O22S at a distorted geometry. The level of theory is ωB97M-V/def2-TZVPD.

Computed properties:
energy = -337107.8903 eV
charge = -1

Each line ends with the Löwdin charge.
Atoms and positions in Å:
Br -2.95 9.16 -1.44  0.5613
Br 0.27 9.17 -1.51  0.4789
Br -1.33 7.19 0.53  0.5462
S -4.66 -3.93 3.30  -0.0436
F 0.22 6.47 -8.83  0.0367
F 1.91 -1.62 -9.86  0.0716
F 7.71 6.11 1.36  0.0188
F 13.11 -0.01 4.04  0.0394
O 6.49 -0.73 -3.91  0.1149
O -5.63 4.31 8.80  0.1529
O 0.71 1.06 -0.96  -0.1948
O -5.00 2.45 7.76  0.0848
O 0.89 -7.16 -3.45  0.0873
O 6.81 0.25 -5.97  0.1061
O -4.82 -4.08 4.69  -0.4766
O -6.70 -3.99 -5.69  0.0899
O -7.77 2.48 -0.41  0.0663
O -0.40 -8.45 -2.14  0.1325
O -6.01 -4.02 2.77  -0.4622
O -4.00 -2.67 3.04  -0.4913
O 2.78 -0.31 8.29  -0.5578
O -6.67 4.30 -0.01  0.0924
O -3.85 -5.05 2.94  -0.4622
O -6.33 2.29 9.43  0.1013
O -6.78 3.61 -2.10  0.1631
O -1.94 -4.82 12.96  -0.1487
O -5.32 -3.29 -4.15  0.0704
O 6.40 1.56 -4.33  0.1044
O -1.05 -7.96 -4.24  0.1057
O -4.65 -3.13 -6.22  0.1428
N -0.85 -5.11 9.26  0.2515
N 0.73 0.23 1.89  0.2630
C 0.12 1.33 -2.19  -0.0864
C 1.10 -2.51 -11.97  -0.0290
C 1.56 -0.40 0.70  -0.2499
C -7.18 4.91 2.26  -0.0157
C -6.99 3.46 -0.94  -0.6237
C -2.15 6.81 -9.25  -0.0343
C -0.83 6.75 -9.67  -0.2734
C -5.33 1.06 7.74  -0.0681
C 2.11 -6.90 -5.44  -0.0213
C -5.61 3.12 8.71  -0.6269
C -6.80 3.74 1.30  -0.2512
C 0.36 -2.32 -13.14  -0.0718
C -1.37 8.92 -0.36  -1.5620
C 5.16 5.94 3.93  -0.0623
C 6.31 2.31 -5.43  -0.4849
C 6.18 7.84 2.21  -0.0312
C 11.34 -0.34 2.50  -0.0064
C 3.18 0.40 9.46  -0.4656
C -0.35 -7.44 -5.32  -0.1428
C -1.44 7.12 -11.99  -0.0738
C -2.03 -4.78 11.52  -0.1825
C 12.15 -0.84 3.56  -0.2817
C 1.97 -1.83 1.11  -0.0273
C 0.16 0.00 -12.48  -0.1060
C 10.33 -1.14 1.98  -0.0928
C 10.94 -2.91 3.53  -0.0544
C 0.77 -6.64 -4.77  -0.3191
C -3.12 7.03 -10.19  -0.0741
C 6.53 0.24 -4.69  -0.4693
C -6.14 0.97 9.00  -0.3113
C -7.53 0.34 8.70  -0.0182
C 6.95 3.60 -5.15  -0.0146
C -0.96 -5.53 10.74  -0.3104
C -5.53 -3.37 -5.45  -0.5970
C -0.20 -7.90 -3.21  -0.5487
C -7.47 -4.00 -4.46  -0.3054
C -7.88 2.66 0.99  -0.0898
C -8.17 -5.34 -4.30  -0.0318
C -0.47 6.97 -10.99  -0.0346
C 0.76 -0.20 -11.26  -0.0161
C 10.26 -2.47 2.38  -0.1080
C 0.44 -5.54 11.31  -0.0363
C 6.98 1.54 -6.46  -0.1184
C -2.81 7.10 -11.60  -0.0603
C 5.13 8.19 3.03  -0.0761
C -0.13 -1.02 -13.40  -0.0836
C -6.45 -3.72 -3.38  -0.0704
C 0.72 -0.27 -0.56  -0.2088
C 1.28 -1.48 -11.02  -0.2817
C 4.65 7.20 3.89  -0.1096
C 6.65 6.54 2.17  -0.2661
C 11.96 -2.07 4.13  -0.0102
C -2.43 -6.05 13.45  -0.1065
C 6.11 5.61 2.95  -0.0318
H -3.61 7.17 -12.32  0.0880
H -6.11 -4.61 -2.84  0.1431
H 0.55 -5.76 12.37  0.0955
H -4.16 7.13 -9.88  0.0997
H -5.93 0.95 6.84  0.1385
H -1.20 -6.59 10.70  0.1376
H -7.38 -0.44 7.96  0.0883
H 3.80 -0.19 10.14  0.0091
H 2.48 0.17 0.58  0.1514
H 4.70 5.25 4.61  0.1133
H -8.17 5.33 2.06  0.0811
H -8.07 -0.06 9.56  0.0738
H 0.67 1.23 1.76  0.1621
H -5.93 3.18 1.65  0.1519
H -1.91 -6.28 14.38  0.0952
H -5.65 0.38 9.78  0.1505
H 11.59 0.63 2.09  0.1096
H 6.52 4.62 2.86  0.1231
H -7.33 4.54 3.28  0.0775
H -4.51 0.34 7.70  0.1458
H -7.48 -6.17 -4.44  0.0933
H -0.18 -0.18 1.76  0.1621
H 1.10 -0.10 2.77  0.1645
H 6.52 8.58 1.51  0.1130
H 5.30 2.45 -5.82  0.1666
H 2.95 -6.61 -4.83  0.0855
H 3.86 7.48 4.57  0.1031
H 7.98 3.45 -4.84  0.0999
H -3.50 -6.05 13.64  0.0919
H 0.39 -3.16 -13.83  0.0996
H -6.41 5.67 2.42  0.0791
H 2.09 -6.35 -6.38  0.0891
H -6.80 -2.98 -2.66  0.1431
H -1.74 -5.00 8.80  0.1682
H 10.83 -3.95 3.79  0.0947
H 6.39 3.98 -4.30  0.0984
H 1.69 -3.40 -11.79  0.1071
H 2.67 -2.27 0.39  0.0940
H 8.05 1.73 -6.41  0.1445
H 1.09 -6.29 10.87  0.0916
H 9.57 -3.13 1.88  0.0969
H -0.84 0.81 -2.18  0.0979
H -0.42 -5.86 8.75  0.1597
H -1.36 9.69 0.41  -0.0257
H 0.88 -4.55 11.20  0.1024
H -0.55 -0.82 -14.37  0.0939
H -2.39 6.52 -8.24  0.1183
H 0.49 -5.60 -4.59  0.1624
H 2.36 -7.95 -5.58  0.0899
H -8.55 -5.43 -3.29  0.0924
H 2.54 -1.82 2.04  0.0894
H -0.03 2.40 -2.33  0.0953
H 6.94 4.30 -5.99  0.0989
H -8.89 3.03 1.19  0.1282
H 2.29 0.59 10.05  0.0087
H 0.04 -8.24 -5.95  0.1355
H -0.96 -6.78 -5.93  0.1438
H -7.76 1.70 1.49  0.1414
H -3.04 -4.96 11.15  0.1366
H 0.04 1.03 -12.80  0.1017
H 3.66 1.37 9.29  0.0155
H -9.03 -5.45 -4.95  0.0804
H 9.68 -0.76 1.21  0.1030
H 1.12 -2.50 1.18  0.1029
H -8.24 -3.24 -4.46  0.1488
H -8.26 1.02 8.26  0.0874
H -0.33 -0.53 -0.39  0.1428
H -2.29 -6.89 12.77  0.0833
H 1.10 -0.92 -1.35  0.1450
H 12.43 -2.41 5.03  0.1098
H 4.78 9.21 2.97  0.1060
H 0.74 1.03 -3.04  0.0924
H -1.04 7.21 -12.98  0.0956
H -0.20 -4.35 9.08  0.1679
H 6.59 1.84 -7.44  0.1535
H -1.92 -3.74 11.21  0.1355
H 0.58 6.79 -11.18  0.1123
H 1.00 0.61 -10.58  0.1144